1.
This record from the OMol25 dataset describes an isolated molecule of C18H27ClN2O4S. The level of theory is ωB97M-V/def2-TZVPD.

Properties
Energy above the lowest of the compared OMol25 structures with the same formula, charge and spin: 1.9 kcal/mol
Structure (SMILES): CCOC(=O)C1CCN(CC(C)(C)NS(=O)(=O)c2ccc(Cl)cc2)CC1
Kohn-Sham gap: 9.042 eV

Bonds (Å) are listed after each position.
CARTESIAN COORDINATES (ANGSTROEM)
1 C -2.7833 2.0319 -6.2935  C2 1.517, H27 1.087, H28 1.086, H29 1.087
2 C -2.6965 1.4845 -4.8818  C1 1.517, O3 1.430, H30 1.096, H31 1.096
3 O -1.3480 1.6196 -4.4255  C2 1.430, C4 1.336
4 C -1.0629 1.0941 -3.2304  O3 1.336, O5 1.204, C6 1.516
5 O -1.8803 0.5254 -2.5532  C4 1.204
6 C 0.3946 1.3320 -2.8877  C4 1.516, C7 1.533, C26 1.535, H32 1.094
7 C 1.1234 0.0229 -2.5628  C6 1.533, C8 1.526, H33 1.091, H34 1.092
8 C 0.6803 -0.5497 -1.2191  C7 1.526, N9 1.453, H35 1.092, H36 1.101
9 N 0.9207 0.4237 -0.1675  C8 1.453, C10 1.454, C25 1.454
10 C 0.7854 -0.1238 1.1728  N9 1.454, C11 1.542, H37 1.092, H38 1.096
11 C 2.1180 -0.0544 1.9459  C10 1.542, C12 1.529, C13 1.529, N14 1.461
12 C 3.2001 -0.8319 1.1954  C11 1.529, H39 1.085, H40 1.087, H41 1.087
13 C 2.5483 1.4003 2.1352  C11 1.529, H42 1.086, H43 1.088, H44 1.087
14 N 1.9042 -0.7167 3.2306  C11 1.461, S15 1.664, H45 1.009
15 S 0.6121 -0.3594 4.2164  N14 1.664, O16 1.434, O17 1.437, C18 1.791
16 O 1.0345 -0.7169 5.5393  S15 1.434
17 O 0.0829 0.9599 4.0033  S15 1.437
18 C -0.6015 -1.5572 3.6686  S15 1.791, C19 1.382, C24 1.381
19 C -0.2553 -2.8946 3.6795  C18 1.382, C20 1.384, H46 1.078
20 C -1.1735 -3.8423 3.2632  C19 1.384, C21 1.389, H47 1.079
21 C -2.4313 -3.4271 2.8444  C20 1.389, Cl22 1.723, C23 1.388
22 Cl -3.5774 -4.6031 2.3223  C21 1.723
23 C -2.7824 -2.0843 2.8422  C21 1.388, C24 1.384, H48 1.078
24 C -1.8553 -1.1455 3.2615  C18 1.381, C23 1.384, H49 1.078
25 C 0.0979 1.6010 -0.3922  N9 1.454, C26 1.525, H50 1.091, H51 1.102
26 C 0.5236 2.2821 -1.6891  C6 1.535, C25 1.525, H52 1.091, H53 1.092
27 H -2.4894 3.0779 -6.3077  C1 1.087
28 H -3.8029 1.9436 -6.6571  C1 1.086
29 H -2.1211 1.4765 -6.9521  C1 1.087
30 H -3.3548 2.0339 -4.1994  C2 1.096
31 H -2.9766 0.4259 -4.8435  C2 1.096
32 H 0.8481 1.7961 -3.7690  C6 1.094
33 H 0.9478 -0.7124 -3.3501  C7 1.091
34 H 2.1936 0.2342 -2.5202  C7 1.092
35 H 1.2642 -1.4475 -1.0057  C8 1.092
36 H -0.3836 -0.8297 -1.2743  C8 1.101
37 H 0.0389 0.4321 1.7438  C10 1.092
38 H 0.4645 -1.1711 1.1397  C10 1.096
39 H 3.3064 -0.4154 0.1990  C12 1.085
40 H 4.1526 -0.7594 1.7151  C12 1.087
41 H 2.9246 -1.8805 1.1193  C12 1.087
42 H 2.6529 1.8756 1.1647  C13 1.086
43 H 3.5013 1.4489 2.6590  C13 1.088
44 H 1.8010 1.9294 2.7202  C13 1.087
45 H 2.7420 -0.7726 3.7901  N14 1.009
46 H 0.7286 -3.1771 4.0166  C19 1.078
47 H -0.9245 -4.8918 3.2624  C20 1.079
48 H -3.7655 -1.7827 2.5171  C23 1.078
49 H -2.0894 -0.0928 3.2774  C24 1.078
50 H 0.2411 2.2913 0.4409  C25 1.091
51 H -0.9708 1.3389 -0.4488  C25 1.102
52 H -0.0779 3.1784 -1.8509  C26 1.091
53 H 1.5704 2.5796 -1.6043  C26 1.092

2.
This record from the OMol25 dataset describes a cluster of 4 separate species, H8O4 in total in a non-equilibrium geometry. The level of theory is ωB97M-V/def2-TZVPD.

Properties
Total charge: +1
Energy above the lowest of the compared OMol25 structures with the same formula, charge and spin: 20.0 kcal/mol
Multiplicity: 2
Kohn-Sham gap (alpha / beta): 12.557 / 2.809 eV
<S²>: 0.756

Bonds (Å) are listed after each position.
CARTESIAN COORDINATES (ANGSTROEM)
1 O -0.3442 0.6428 1.0540  H2 0.957, H3 0.957
2 H 0.3737 0.6308 0.4210  O1 0.957
3 H -1.0582 1.0890 0.5986  O1 0.957
4 O -1.3104 -0.8830 3.0426  H5 0.957, H6 0.957
5 H -0.9465 -0.4446 2.2735  O4 0.957
6 H -1.0454 -0.3334 3.7800  O4 0.957
7 O 0.0410 0.9261 -2.1618  H8 0.957, H9 0.957
8 H 0.2178 1.0324 -3.0965  O7 0.957
9 H -0.7338 0.3651 -2.1264  O7 0.957
10 O 1.9491 -0.8754 -1.1417  H11 0.957, H12 0.957
11 H 1.5692 -1.7410 -0.9909  O10 0.957
12 H 1.2877 -0.4088 -1.6526  O10 0.957

3.
This record from the OMol25 dataset describes the ion C3H5BrN3O with charge +1 in a non-equilibrium geometry. The level of theory is ωB97M-V/def2-TZVPD.

Properties
Total charge: +1
Energy above the lowest of the compared OMol25 structures with the same formula, charge and spin: 116.0 kcal/mol
Structure (SMILES): CN(/C=C/Br)N=[N+]=O
Kohn-Sham gap (alpha / beta): 6.946 / 6.946 eV

Bonds (Å) are listed after each position.
CARTESIAN COORDINATES (ANGSTROEM)
1 C -1.4964 -0.8969 -0.5878  N2 1.436, H9 1.041, H10 1.125, H11 1.131
2 N -0.5227 -0.0291 0.0122  C1 1.436, C3 1.493, N6 1.353
3 C 0.9140 -0.4141 0.1428  N2 1.493, C4 1.393, H12 1.144
4 C 2.2012 0.0401 0.4211  C3 1.393, Br5 1.886, H13 0.999
5 Br 3.6026 -1.2107 0.2555  C4 1.886
6 N -1.0004 1.2058 0.2927  N2 1.353, N7 1.095
7 N -0.7289 2.1654 0.7459  N6 1.095, O8 1.135
8 O -0.6454 3.2955 0.8123  N7 1.135
9 H -2.1765 -0.4976 -1.2674  C1 1.041
10 H -1.1540 -1.7403 -1.2491  C1 1.125
11 H -2.2156 -1.3726 0.1435  C1 1.131
12 H 0.8054 -1.5468 0.0243  C3 1.144
13 H 2.4166 1.0011 0.2539  C4 0.999

4.
This record from the OMol25 dataset describes the ion C3H4O2P with charge -1 in a non-equilibrium geometry. The level of theory is ωB97M-V/def2-TZVPD.

Properties
Total charge: -1
Energy above the lowest of the compared OMol25 structures with the same formula, charge and spin: 19.1 kcal/mol
Kohn-Sham gap: 7.960 eV

Bonds (Å) are listed after each position.
CARTESIAN COORDINATES (ANGSTROEM)
1 C 1.0234 1.7220 0.1223  P6 1.670, H7 1.079, H8 1.080
2 C -0.5814 -1.2515 -0.7636  C3 1.509, O4 1.283, O5 1.223
3 C -0.6777 -0.7450 0.6544  C2 1.509, P6 2.238, H9 1.090, H10 1.085
4 O 0.5450 -0.9266 -1.2852  C2 1.283, P6 2.116
5 O -1.4671 -1.9060 -1.2954  C2 1.223
6 P 1.3719 0.1069 0.3656  C1 1.670, C3 2.238, O4 2.116
7 H 1.8267 2.4249 -0.0363  C1 1.079
8 H 0.0247 2.0954 -0.0519  C1 1.080
9 H -0.6458 -1.5335 1.4070  C3 1.090
10 H -1.4195 0.0134 0.8833  C3 1.085

Which of these has the highest energy above the lowest of the compared OMol25 structures with the same formula, charge and spin? C3H5BrN3O

What is the energy above the lowest of the compared OMol25 structures with the same formula, charge and spin in the fourth record? 19.1 kcal/mol

Number 1 is which compound? C18H27ClN2O4S

What is the energy above the lowest of the compared OMol25 structures with the same formula, charge and spin in the fourth record? 19.1 kcal/mol